DFT (ωB97M-V/def2-TZVPD) results for a cluster of 2 separate species, CH5P3 in total in a non-equilibrium geometry.

Positions of all 9 atoms, in Å:
C (-1.93359, 1.62869, 0.97532)
P (0.70408, 0.00972, 1.08749)
P (0.82150, -0.12598, -0.84141)
P (2.39344, -1.73021, -1.29805)
H (-2.02065, 1.31040, 1.94148)
H (-1.20808, 2.39912, 0.90465)
H (-2.38131, 1.33307, 0.08586)
H (1.74898, -2.51761, -0.49509)
H (1.87562, -2.30721, -2.36026)

Cartesian forces (eV/Å) of the 3 atoms listed first:
1.99 1.18 -0.70
-0.32 0.09 0.80
0.07 -0.18 -1.47

## Properties
LUMO energy (spin up / spin down)   -1.350 / -0.686 eV
Relative energy (zero: lowest compared OMol25 entry of this formula, charge and spin)   375.0 kJ/mol

DFT (ωB97M-V/def2-TZVPD) results for a cluster of 2 separate species, CH5PS in total in a non-equilibrium geometry.

Positions of all 8 atoms, in Å:
C (0.96711, 0.30266, 0.38619)
P (-2.19127, -0.61384, 0.04269)
S (2.40516, -0.19369, -0.35860)
H (1.08871, 1.44855, 0.60116)
H (-0.05206, -0.17787, 0.22175)
H (-2.12781, 0.01566, -1.20519)
H (-2.12623, 0.65164, 0.73487)
H (2.03639, -1.43312, -0.42288)

Cartesian forces (eV/Å) of the 3 atoms listed first:
-0.55 2.72 0.47
-0.35 0.25 0.51
0.23 0.49 -0.12

## Properties
LUMO energy (spin up / spin down)   0.216 / -1.430 eV
Relative energy (zero: lowest compared OMol25 entry of this formula, charge and spin)   370.3 kJ/mol

DFT (ωB97M-V/def2-TZVPD) results for a structure of composition CH5PS2 in a non-equilibrium geometry.

Positions of all 9 atoms, in Å:
C (0.77469, 0.31102, 0.75425)
P (-1.29648, -0.94794, 0.29651)
S (2.04438, -0.09268, -0.44713)
S (-2.61537, 0.39338, -0.45289)
H (1.12821, 0.11311, 1.70797)
H (0.33044, 1.23568, 0.54453)
H (-0.69302, -0.98726, -0.95453)
H (3.00356, -0.25937, 0.35700)
H (-2.67641, 0.23406, -1.80570)

Cartesian forces (eV/Å) of the 3 atoms listed first:
-1.77 -1.89 -2.46
3.36 -0.02 0.70
-2.19 0.30 -1.60

## Properties
LUMO energy   -0.091 eV
Relative energy (zero: lowest compared OMol25 entry of this formula, charge and spin)   286.0 kJ/mol

DFT (ωB97M-V/def2-TZVPD) results for the molecule CH5PS2 in a non-equilibrium geometry.

Positions of all 9 atoms, in Å:
C (0.33888, -1.88504, -0.54768)
P (-0.19785, 1.45678, -0.09292)
S (-1.16752, -0.95307, 0.14319)
S (0.21312, 1.98329, 1.73081)
H (-0.26267, -2.81851, -0.81308)
H (0.30819, -1.26020, -1.39755)
H (1.41889, -1.89984, -0.28933)
H (-1.38674, 2.09316, -0.32318)
H (0.73570, 3.28343, 1.58973)

Cartesian forces (eV/Å) of the 3 atoms listed first:
-2.22 0.08 -0.81
-0.13 -3.47 -4.03
2.10 2.41 1.04

## Properties
LUMO energy   -0.834 eV
Relative energy (zero: lowest compared OMol25 entry of this formula, charge and spin)   290.4 kJ/mol

DFT (ωB97M-V/def2-TZVPD) results for a structure of composition CH5S2 in a non-equilibrium geometry.

Positions of all 8 atoms, in Å:
S (1.95400, 0.27597, -0.29702)
H (2.57264, -0.88702, -0.32664)
C (-1.47141, 0.71477, 0.93670)
S (-1.21759, -0.61959, -0.29005)
H (-0.55608, 1.21381, 1.25719)
H (-2.09999, 1.44996, 0.43456)
H (-1.97130, 0.32013, 1.81972)
H (0.35796, -0.13509, -0.48948)

Cartesian forces (eV/Å) of the 3 atoms listed first:
0.06 1.12 -0.06
0.00 -0.68 -0.03
-0.37 -0.12 -0.45

## Properties
LUMO energy   3.949 eV
Total charge   -1
Relative energy (zero: lowest compared OMol25 entry of this formula, charge and spin)   22.8 kJ/mol

DFT (ωB97M-V/def2-TZVPD) results for a cluster of 2 separate species, CH5S2 in total.

Positions of all 8 atoms, in Å:
S (0.27473, 1.12886, -1.71575)
H (-1.03313, 1.15035, -1.41850)
C (0.96547, -1.11883, 0.94872)
S (-0.69693, -0.55577, 1.32296)
H (1.45254, -0.63217, 0.10719)
H (1.54405, -0.84784, 1.82375)
H (0.98059, -2.20586, 0.88655)
H (-1.14420, -0.16099, 0.12468)

Cartesian forces (eV/Å) of the 3 atoms listed first:
0.06 0.04 -0.24
-0.06 0.11 -0.08
0.32 -0.22 0.40

## Properties
LUMO energy   3.655 eV
Total charge   -1
Relative energy (zero: lowest compared OMol25 entry of this formula, charge and spin)   25.4 kJ/mol

DFT (ωB97M-V/def2-TZVPD) results for a cluster of 2 separate species, CH5S3 in total in a non-equilibrium geometry.

Positions of all 9 atoms, in Å:
S (0.26690, 2.49742, -1.32080)
H (0.06031, 2.16423, 0.08807)
C (0.07036, -1.89917, 0.24247)
S (-1.02600, -0.63102, 1.01870)
S (0.38207, 0.72050, 1.67860)
H (0.88250, -2.15237, 0.79943)
H (0.37775, -1.44922, -0.71883)
H (-0.63494, -2.70906, 0.12266)
H (-0.37894, 3.45868, -1.91031)

Cartesian forces (eV/Å) of the 3 atoms listed first:
1.91 -2.55 0.96
-0.66 1.49 -1.86
-2.99 1.76 -1.97

## Properties
2S+1   2
⟨S²⟩   0.755
LUMO energy (spin up / spin down)   0.422 / -2.357 eV
Relative energy (zero: lowest compared OMol25 entry of this formula, charge and spin)   85.8 kJ/mol

DFT (ωB97M-V/def2-TZVPD) results for a structure of composition CH60AgO30 in a non-equilibrium geometry.

Positions of all 92 atoms, in Å:
Ag (-1.32911, 0.58214, -1.53585)
C (-0.31995, -0.26028, 1.03841)
O (0.13146, 0.03996, -0.21382)
H (-0.48301, 0.65110, 1.60500)
H (-1.23585, -0.76962, 1.06674)
H (0.35868, -0.82155, 1.69596)
O (-2.57758, 1.05944, -3.33924)
H (-2.22186, 0.63857, -4.12957)
O (4.04078, 2.96076, 1.68608)
H (3.51146, 2.47561, 2.30330)
H (4.86981, 2.82801, 2.09272)
O (1.42242, 2.18685, 0.56234)
H (2.34647, 2.41010, 0.34210)
H (1.15318, 1.38062, 0.06699)
O (-2.68006, 2.72617, 1.75383)
H (-2.85711, 2.30060, 2.61403)
H (-1.91919, 3.34434, 1.83921)
O (4.02864, -1.96376, 1.69202)
H (3.30070, -2.21029, 1.13041)
H (4.72417, -2.63966, 1.46652)
O (-1.51523, -1.30939, -4.59314)
H (-0.69363, -1.01093, -4.26790)
H (-1.50050, -1.33374, -5.54141)
O (-2.01052, 4.58702, -1.18187)
H (-1.58553, 4.30750, -0.35796)
H (-2.77956, 3.99457, -1.20299)
O (-2.79927, 0.83559, 0.04431)
H (-3.50463, 1.33765, -0.41231)
H (-2.57477, 1.53376, 0.72748)
O (0.67658, -4.24461, 2.24501)
H (1.05076, -3.66402, 2.89465)
H (-0.24837, -4.21866, 2.40394)
O (3.71197, 0.40766, -0.29630)
H (4.23402, 1.20321, -0.17473)
H (3.75752, -0.11228, 0.51947)
O (-2.44683, -4.36822, 2.39220)
H (-2.68522, -3.68845, 1.73958)
H (-2.46206, -3.96362, 3.28490)
O (2.14938, 1.38840, 3.40149)
H (1.38112, 1.36976, 3.98222)
H (1.62267, 1.40899, 2.58232)
O (4.14109, 1.56009, -3.63697)
H (4.00018, 0.59491, -3.36217)
H (5.08644, 1.64001, -3.66508)
O (-1.49073, -6.17155, 0.55248)
H (-0.53790, -6.00174, 0.62297)
H (-1.84176, -5.74347, 1.35630)
O (3.74208, 2.97245, -1.12021)
H (3.62523, 2.71595, -2.08722)
H (3.90038, 3.92335, -1.16358)
O (-0.42189, 4.08864, 1.29870)
H (0.17345, 4.72139, 1.77078)
H (0.11370, 3.28755, 1.07381)
O (-0.32378, 6.07860, -2.74817)
H (-0.99280, 5.86510, -2.10805)
H (-0.81490, 6.59481, -3.40210)
O (-1.24193, 0.52223, 4.48806)
H (-1.35612, -0.42900, 4.26078)
H (-2.08356, 0.94601, 4.45514)
O (-3.27931, -1.91203, 0.89280)
H (-3.09212, -2.60199, 0.18275)
H (-3.61299, -1.12876, 0.39244)
O (-2.84292, -4.01648, -0.70887)
H (-2.54119, -4.91090, -0.48109)
H (-3.77627, -4.17817, -0.91354)
O (-3.31418, -1.55520, -2.19837)
H (-3.47135, -0.74184, -2.63882)
H (-2.69203, -2.00367, -2.75882)
O (0.44641, 0.27919, -3.20839)
H (0.72238, 1.20313, -3.18252)
H (1.25530, -0.23043, -2.89931)
O (2.80367, -4.01411, -1.69215)
H (2.16284, -4.09372, -2.38465)
H (2.22696, -3.93324, -0.90551)
O (2.95200, -1.00891, -2.46788)
H (3.26206, -0.61373, -1.62977)
H (3.28949, -1.95394, -2.54070)
O (1.73436, -2.44733, 0.35224)
H (1.12134, -3.02859, 0.90979)
H (1.13373, -1.83810, -0.15763)
O (-3.01783, -1.80243, 3.59275)
H (-2.97455, -1.77663, 2.61581)
H (-3.91115, -1.38631, 3.73816)
O (0.29141, 2.78604, -2.43080)
H (0.72804, 2.99518, -1.57629)
H (-0.04321, 3.67181, -2.68891)
O (-4.11626, 2.66570, -1.61331)
H (-5.04918, 2.91471, -1.81379)
H (-3.66585, 2.06873, -2.27629)
O (2.35324, -2.33413, 4.02923)
H (3.17315, -2.13672, 3.57517)
H (2.02490, -1.48173, 4.37465)

Cartesian forces (eV/Å) of the 3 atoms listed first:
0.43 -0.03 -2.23
0.48 0.92 1.87
0.76 -0.54 -1.10

## Properties
2S+1   2
⟨S²⟩   0.754
LUMO energy (spin up / spin down)   -0.128 / -1.769 eV

DFT (ωB97M-V/def2-TZVPD) results for the molecule CH6BNOS in a non-equilibrium geometry.

Positions of all 11 atoms, in Å:
B (-0.24508, 0.32374, 0.07925)
C (-1.55545, -0.57751, 0.18924)
N (1.30717, -0.55872, -0.01011)
O (-0.85997, 1.70397, -0.02729)
S (2.80847, 0.21082, 0.09710)
H (-0.27247, 2.45115, 0.31348)
H (-2.13506, -0.24103, 0.95869)
H (-1.49914, -1.72698, 0.27155)
H (-2.07072, -0.41178, -0.65228)
H (1.47276, -1.51885, 0.11543)
H (3.04947, 0.34518, -1.33509)

Cartesian forces (eV/Å) of the 3 atoms listed first:
-0.06 -1.04 -0.21
4.09 -3.62 0.95
-3.29 4.92 0.24

## Properties
LUMO energy   0.323 eV
Relative energy (zero: lowest compared OMol25 entry of this formula, charge and spin)   253.4 kJ/mol

DFT (ωB97M-V/def2-TZVPD) results for a structure of composition CH6ClIN2OP in a non-equilibrium geometry.

Positions of all 13 atoms, in Å:
C (-1.27561, -0.66145, -0.41508)
N (0.24942, 0.19930, 1.80332)
N (0.76394, 1.26449, -0.74980)
O (1.22724, -0.99519, -0.61799)
P (0.31111, 0.03350, 0.13464)
Cl (-1.50921, -2.33771, -0.16845)
I (-2.92742, 0.68851, -0.15040)
H (-0.70340, -0.55308, -2.20162)
H (-0.43042, -0.14394, 2.37943)
H (0.70475, 1.02074, 2.17440)
H (1.54062, 1.03288, -1.33765)
H (0.54254, 2.28641, -0.71085)
H (1.50644, -1.83446, -0.13995)

Cartesian forces (eV/Å) of the 3 atoms listed first:
0.57 1.37 -3.54
2.94 1.60 -3.96
-0.03 3.20 0.42

## Properties
LUMO energy   -4.610 eV
Total charge   +1
Relative energy (zero: lowest compared OMol25 entry of this formula, charge and spin)   294.0 kJ/mol